## P
The following is a DFT calculation (wB97M-V/def2-TZVPD) of a structure of composition C7H17N.

Computed properties:
highest occupied orbital energy = -8.1 eV

Each line ends with the Mulliken charge.
Positions of all 25 atoms, in Å:
C 1.80726 1.21436 -1.36791  -0.3996
C 2.54971 -0.09694 -0.89019  -0.7401
C 3.12611 -0.02022 0.47879  -0.9547
C 0.45867 1.37874 -0.71472  -0.0174
N -0.26871 0.24773 -0.89332  -0.5068
C -3.48181 -0.39923 0.11018  -0.8902
C -2.46514 -1.45180 0.89539  -0.3764
C -1.66556 -0.63485 1.93792  -0.8939
H 1.76668 1.18342 -2.45855  0.2969
H 2.47234 2.07133 -1.09435  0.2764
H 1.90311 -0.96754 -1.15789  0.4333
H 3.44380 -0.25292 -1.51142  0.3778
H 3.40448 -1.06215 0.79614  0.2757
H 2.30187 0.26287 1.14316  0.2910
H 3.95734 0.66639 0.60980  0.3311
H 0.26261 2.22973 -0.04421  0.3434
H 0.43680 0.17873 -0.12685  -0.0229
H -2.69548 0.10733 -0.43892  0.1824
H -4.07318 -0.96479 -0.66380  0.2713
H -4.10422 0.38375 0.55442  0.3337
H -1.71883 -1.69078 0.11113  0.2068
H -2.98518 -2.37284 1.15207  0.4202
H -1.14704 0.27143 1.55979  0.1055
H -0.93526 -1.34055 2.40845  0.2562
H -2.38433 -0.37793 2.71746  0.4003

## Q
The following is a DFT calculation (wB97M-V/def2-TZVPD) of the molecule C7H17N.

Computed properties:
SMILES = CC(C)CCN(C)C
highest occupied orbital energy = -8.2 eV

Each line ends with the natural charge from an NBO analysis.
Positions of all 25 atoms, in Å:
C -0.85694 -0.49297 0.22193  -0.4107
C -0.83227 0.67742 1.23911  -0.2135
C -1.21149 0.16759 2.60653  -0.6085
C -1.86963 1.78222 0.74767  -0.6120
C -0.06983 -0.13717 -1.06359  -0.2195
N 1.09114 -1.03731 -1.23396  -0.4432
C 1.56769 -1.08764 -2.64935  -0.4250
C 2.19219 -0.73613 -0.35207  -0.4182
H -1.89789 -0.60148 -0.07758  0.2034
H -0.42722 -1.39058 0.66051  0.2187
H 0.10522 1.22761 1.20076  0.1935
H -0.54696 -0.64603 2.90280  0.2053
H -1.17398 0.94924 3.37968  0.2062
H -2.25046 -0.14243 2.69196  0.2071
H -2.35263 1.43079 -0.15793  0.2011
H -1.26618 2.65854 0.49904  0.2046
H -2.56363 2.09287 1.52191  0.2086
H 0.34680 0.87706 -0.99844  0.1652
H -0.69227 -0.40148 -1.91246  0.2007
H 1.68976 -2.15518 -2.84496  0.2025
H 0.90141 -0.55052 -3.31004  0.2003
H 2.60084 -0.72580 -2.70499  0.1819
H 3.00898 -1.43760 -0.46969  0.2025
H 1.89211 -0.59316 0.68769  0.2001
H 2.61522 0.27212 -0.58452  0.1489

## R
The following is a DFT calculation (wB97M-V/def2-TZVPD) of the molecule C7H17N.

Computed properties:
SMILES = CC(C)CCN(C)C
highest occupied orbital energy = -8.5 eV

Each line ends with the natural charge from an NBO analysis.
Positions of all 25 atoms, in Å:
C 0.25420 -0.69141 -0.47682  -0.4180
C 1.79243 -0.80061 -0.37159  -0.2245
C 2.35308 0.46855 0.15327  -0.5937
C 2.27565 -1.31906 -1.78264  -0.5925
C -0.49046 -0.05034 0.67597  -0.2265
N -1.96031 0.32128 0.29972  -0.4465
C -2.88279 0.02485 1.39680  -0.4316
C -1.93459 1.69798 -0.09393  -0.4076
H -0.17486 -1.72388 -0.59693  0.2158
H -0.08898 -0.10926 -1.39309  0.2044
H 2.11206 -1.57148 0.39113  0.1964
H 2.45333 0.34721 1.35417  0.1960
H 3.25300 0.84830 -0.01297  0.2120
H 1.59829 1.25677 -0.09052  0.1971
H 1.53114 -1.97940 -2.15832  0.2045
H 3.16733 -1.82823 -1.83095  0.2062
H 2.25939 -0.48171 -2.49476  0.1983
H 0.03656 0.84127 1.08001  0.1906
H -0.60294 -0.89016 1.58152  0.1829
H -2.46366 0.35547 2.33746  0.1798
H -3.86629 0.28991 0.94970  0.2130
H -2.87644 -1.04673 1.63054  0.1969
H -2.93985 1.95460 -0.28460  0.1964
H -1.24396 1.65394 -1.01423  0.2016
H -1.56133 2.43216 0.75105  0.1490

Pick Q: it beats the second-best structure by 0.0492 hartree.

## P
The following is a DFT calculation (wB97M-V/def2-TZVPD) of a structure of composition C7H17N.

Computed properties:
highest occupied orbital energy = -7.3 eV

Each line ends with the natural charge from an NBO analysis.
Positions of all 25 atoms, in Å:
C -1.37013 -0.46069 -0.04374  0.1929
C 1.09763 0.72221 -0.07084  -0.1496
C 0.62362 -0.61334 -0.20547  -0.4253
C -1.96366 0.38187 -1.15599  -0.6487
C -1.76973 -1.92070 -0.16411  -0.6347
C 1.17054 1.33807 1.30477  -0.6331
C 3.00202 0.36585 -0.64826  -0.6361
N -1.77018 0.03801 1.23120  -0.8549
H 0.77721 1.42409 -0.84008  0.2019
H -1.64704 1.03796 1.33908  0.3626
H -1.35304 -0.46820 2.00475  0.3652
H 0.75061 -1.06263 -1.18843  0.2054
H 0.87725 -1.27974 0.61794  0.1947
H -3.06432 0.36067 -1.13220  0.2193
H -1.65593 0.01206 -2.13732  0.2154
H -1.66961 1.43240 -1.07356  0.2035
H -2.85907 -2.05098 -0.08160  0.2073
H -1.30570 -2.52929 0.61951  0.2032
H -1.46818 -2.33049 -1.13101  0.2084
H 1.33890 0.58322 2.07691  0.2072
H 0.28141 1.93054 1.53733  0.2009
H 1.99562 2.05399 1.36058  0.2171
H 3.03369 0.83806 -1.62943  0.1952
H 3.63500 0.87496 0.07827  0.1874
H 3.31309 -0.67788 -0.66832  0.1947

## Q
The following is a DFT calculation (wB97M-V/def2-TZVPD) of the molecule C7H17N.

Computed properties:
SMILES = CCNCCC(C)C
highest occupied orbital energy = -8.5 eV

Each line ends with the natural charge from an NBO analysis.
Positions of all 25 atoms, in Å:
C -0.83955 0.98685 -0.51019  -0.3963
C -1.57776 -0.18137 0.19275  -0.2260
C -1.97460 0.20046 1.61359  -0.6066
C -2.78349 -0.65626 -0.62304  -0.6047
C 0.65863 0.96987 -0.27885  -0.2166
N 1.29046 0.04313 -1.19103  -0.6307
C 2.66770 -0.39370 -0.90251  -0.2094
C 3.05091 -0.52877 0.57018  -0.6319
H -1.26960 1.90971 -0.10431  0.2021
H -1.03026 0.99259 -1.58634  0.2089
H -0.86512 -1.00832 0.26938  0.1875
H -2.25131 1.24464 1.69949  0.2036
H -1.17593 -0.02146 2.32955  0.2091
H -2.80558 -0.42478 1.96001  0.2079
H -3.04397 -1.70442 -0.46178  0.2085
H -2.61628 -0.54409 -1.69461  0.2060
H -3.69159 -0.11325 -0.34700  0.2036
H 1.06560 1.97141 -0.44340  0.1843
H 0.87657 0.75743 0.77528  0.1630
H 0.71183 -0.77358 -1.34215  0.3509
H 3.34234 0.32072 -1.37130  0.1774
H 2.80821 -1.35664 -1.38865  0.1905
H 3.15687 0.44139 1.05322  0.2042
H 2.29596 -1.08277 1.13048  0.2008
H 3.99997 -1.04881 0.65123  0.2140

Pick Q: it beats the second-best structure by 0.0840 hartree.

## P
The following is a DFT calculation (wB97M-V/def2-TZVPD) of the molecule C4H5ClOS.

Computed properties:
SMILES = O=C(S)/C=C\CCl
highest occupied orbital energy = -10.1 eV

Each line ends with the natural charge from an NBO analysis.
Positions of all 12 atoms, in Å:
C 0.93737 -0.56473 1.26648  0.3931
C 0.80688 -1.03097 -0.18538  -0.3429
C -0.29541 -0.56398 -0.89834  -0.1230
C -1.09744 0.60464 -0.50488  -0.4731
H 1.60492 1.82422 0.47245  0.1449
H 1.18329 -2.00309 -0.54840  0.2523
H -0.58014 -1.15122 -1.89551  0.2421
H -0.59554 1.41892 -0.97408  0.2277
H -1.04839 0.95128 0.50230  0.2470
O 0.40824 -1.26126 2.22349  -0.5305
S 1.39241 1.16537 1.69361  -0.0164
Cl -2.71619 0.61082 -1.15175  -0.0211

## Q
The following is a DFT calculation (wB97M-V/def2-TZVPD) of the molecule C4H5ClOS.

Computed properties:
highest occupied orbital energy (alpha / beta) = -7.8 / -7.5 eV

Each line ends with the natural charge from an NBO analysis.
Positions of all 12 atoms, in Å:
C -1.42631 -0.63966 0.27272  -0.2249
C -0.15363 -1.47455 0.11145  -0.5321
C -1.43200 0.52136 0.99738  -0.3800
C 1.66804 0.23731 -0.98214  -0.0053
O 2.62998 1.14454 -0.81265  -0.6898
S 1.47439 -1.00787 0.08239  0.5371
Cl 0.26096 0.79587 -1.88388  -0.0197
H -2.37671 -1.03899 -0.08187  0.2217
H -0.18545 -2.55827 -0.13810  0.2265
H -0.50321 1.07888 1.37231  0.1878
H -2.32712 0.95931 1.30694  0.1953
H 2.37105 1.98207 -0.24453  0.4833

Pick P: it beats the second-best structure by 0.0758 hartree.

## P
The following is a DFT calculation (wB97M-V/def2-TZVPD) of a structure of composition C5H11N4.

Computed properties:
net charge = +1
highest occupied orbital energy = -12.8 eV

Each line ends with the natural charge from an NBO analysis.
Positions of all 20 atoms, in Å:
C -1.55037 1.76460 -0.04569  -0.0871
C -2.89297 1.42816 0.09116  -0.0635
C 2.54424 0.44562 -0.34568  0.3620
C -1.73080 -0.41388 0.02932  0.4032
C -1.33488 -1.85399 -0.12346  -0.6645
N -0.89436 0.56197 -0.07163  -0.4964
N -2.94520 0.09390 0.09585  -0.4896
N 1.60104 0.69802 0.47700  -0.7537
N 3.76169 0.06877 -0.05840  -0.7766
H -1.29611 2.81834 -0.06159  0.2558
H -3.88598 2.00681 0.15261  0.2541
H 2.39854 0.77438 -1.30211  0.1785
H -1.10984 -2.02173 -1.23890  0.2608
H -2.14630 -2.44576 0.40773  0.2502
H -0.35911 -1.92358 0.46954  0.2458
H 1.74305 0.66674 1.46228  0.3849
H 0.32659 0.53038 0.05276  0.4368
H 4.03745 -0.63236 0.68816  0.4311
H -3.78328 -0.54487 -0.09568  0.4479
H 4.50186 0.29395 -0.74856  0.4203

## Q
The following is a DFT calculation (wB97M-V/def2-TZVPD) of the ion C5H11N4 with charge +1.

Computed properties:
net charge = +1
SMILES = C/C=C/N[C@@H](C)N=[N+]=N
highest occupied orbital energy (alpha / beta) = -12.5 / -12.5 eV

Each line ends with the natural charge from an NBO analysis.
Positions of all 20 atoms, in Å:
C -1.58625 -0.07775 -0.38482  0.0440
C 0.55685 -0.85851 0.39005  0.0219
C -3.06494 0.01800 0.11227  -0.6387
C 2.77616 0.26938 -0.03464  -0.6483
C 1.40680 -0.12831 -0.42042  -0.2334
N -0.77866 -1.00961 0.29520  -0.5662
N 0.46855 2.70010 0.35396  -0.2986
N -1.26508 1.30386 -0.10510  -0.0464
N -0.25087 1.78236 0.21676  0.3678
H -1.76552 -0.33093 -1.46245  0.2669
H 1.00624 -1.39186 1.22999  0.2224
H -3.76425 -0.82128 -0.16095  0.2550
H -3.49445 1.01058 -0.13401  0.2570
H -3.19292 0.25212 1.21543  0.2345
H 3.27101 -0.40596 0.60239  0.2341
H 3.42820 0.26539 -0.88248  0.2425
H 2.83250 1.33597 0.39287  0.2193
H 1.09277 0.30609 -1.29333  0.1976
H -1.13778 -1.56840 1.11327  0.4331
H 0.64786 3.30182 1.09431  0.4356

## R
The following is a DFT calculation (wB97M-V/def2-TZVPD) of a cluster of 2 separate species, C5H11N4 in total.

Computed properties:
net charge = +1
highest occupied orbital energy = -12.7 eV

Each line ends with the natural charge from an NBO analysis.
Positions of all 20 atoms, in Å:
C -3.05529 -0.52821 -0.05252  -0.0812
C -2.68171 0.77668 -0.16811  -0.0805
C -0.84342 -0.44048 0.27547  0.1979
C 1.82808 0.61506 -0.25810  -0.3077
C 1.57983 -0.66835 0.48464  0.2539
N -1.89341 -1.30030 0.20665  -0.5455
N -1.29496 0.84257 0.12528  -0.5603
N 1.33679 1.83746 0.32802  -0.8367
N 1.91362 -1.81092 -0.11579  -0.7265
H -3.98192 -1.10955 -0.19208  0.2494
H -3.11383 1.71835 -0.39350  0.2407
H 1.41660 0.61890 -1.31338  0.2356
H 2.99851 0.43348 -0.40609  0.2158
H 1.40627 -0.59098 1.60301  0.2649
H -0.88860 1.75315 0.20481  0.4536
H 1.19851 2.42876 -0.48807  0.3795
H 1.97418 2.28470 0.96446  0.3901
H 2.05681 -1.85764 -1.12816  0.4049
H -1.70857 -2.25607 0.17947  0.4311
H 1.75251 -2.74661 0.14404  0.4211

## S
The following is a DFT calculation (wB97M-V/def2-TZVPD) of the ion C5H11N4 with charge +1.

Computed properties:
net charge = +1
SMILES = [H]/N=N/N=C\[NH+]=C(/C)CC
highest occupied orbital energy = -13.1 eV

Each line ends with the natural charge from an NBO analysis.
Positions of all 20 atoms, in Å:
C 1.07462 1.55883 -2.03966  0.1154
C 0.66129 0.32410 -0.00919  0.5614
C 1.31573 -0.91840 -0.45363  -0.7180
C -1.45630 -0.19364 1.13113  -0.5866
C -0.01474 0.32237 1.30936  -0.4962
N 0.42590 0.81628 -2.86028  -0.1223
N -0.62488 0.20474 -2.68114  0.0897
N -0.90199 -0.89120 -2.21672  -0.3687
N 0.74766 1.45050 -0.66487  -0.5155
H 1.76882 2.30756 -2.36944  0.2392
H 0.70767 -1.79501 -0.23903  0.2794
H 2.21770 -1.02455 0.15366  0.2786
H 1.60872 -0.92100 -1.49690  0.2591
H -1.93557 -0.25119 2.10402  0.2512
H -1.46348 -1.18617 0.68858  0.2210
H -2.03705 0.47740 0.50247  0.2168
H 0.50600 -0.34361 1.99766  0.2588
H -0.04938 1.32335 1.74257  0.2352
H -1.90142 -1.10273 -2.28304  0.3660
H 0.47075 2.31048 -0.18922  0.4356

Pick P: it beats the second-best structure by 0.0736 hartree.